No. 1
{
  "formula": "C27H21Cl3HgN8O3PS2",
  "method": "ωB97M-V with the def2-TZVPD basis set",
  "elements": ["Hg", "Cl", "Cl", "Cl", "S", "S", "P", "O", "O", "O", "N", "N", "N", "N", "N", "N", "N", "N", "C", "C", "C", "C", "C", "C", "C", "C", "C", "C", "C", "C", "C", "C", "C", "C", "C", "C", "C", "C", "C", "C", "C", "C", "C", "C", "C", "H", "H", "H", "H", "H", "H", "H", "H", "H", "H", "H", "H", "H", "H", "H", "H", "H", "H", "H", "H", "H"],
  "xyz": [[0.751, 0.187, 0.298], [1.065, -2.748, 4.928], [-2.340, -2.740, 4.158], [-0.584, -0.789, 6.330], [1.051, 2.860, 0.057], [0.099, 0.775, -2.357], [-2.395, 0.609, 0.105], [-3.034, 1.587, -1.013], [-3.472, 1.020, 1.283], [-3.026, -0.780, -0.462], [0.119, 0.043, 2.760], [6.000, 4.765, -3.034], [4.839, 2.152, -5.975], [-1.929, -3.540, 0.812], [1.289, -2.491, -2.035], [0.272, -3.807, -4.262], [-0.331, -2.177, 0.296], [-1.585, -3.899, -0.440], [5.114, -1.198, -0.880], [2.307, 1.691, -3.629], [-0.607, -3.061, -0.718], [1.928, 2.666, -1.434], [-3.200, 0.695, 2.650], [5.050, 4.120, -2.925], [5.594, -2.487, -0.608], [0.117, -3.098, -1.998], [3.861, 3.328, -2.786], [3.873, -0.746, -0.324], [-4.385, -0.861, -0.891], [6.768, -2.943, -1.191], [0.103, -0.566, 3.738], [-0.406, -3.736, -3.122], [1.956, -2.526, -3.178], [2.806, -0.394, 0.140], [1.518, 1.766, -2.469], [-0.002, -1.411, 4.850], [1.462, -3.203, -4.281], [5.846, -0.386, -1.756], [-2.623, 2.949, -1.131], [3.084, 3.430, -1.638], [-1.188, -2.518, 1.234], [7.018, -0.848, -2.338], [4.235, 2.288, -5.003], [7.486, -2.126, -2.057], [3.464, 2.439, -3.800], [5.475, 0.607, -1.981], [7.120, -3.946, -0.978], [-4.680, -1.908, -0.825], [8.402, -2.486, -2.513], [-4.476, -0.521, -1.922], [2.027, -3.269, -5.205], [-3.157, 3.565, -0.400], [3.376, 4.121, -0.859], [5.022, -3.121, 0.057], [-5.034, -0.260, -0.254], [-2.879, 3.270, -2.140], [-1.308, -2.086, 2.219], [-3.096, -0.380, 2.813], [-2.672, -3.994, 1.312], [-1.550, 3.057, -0.982], [7.562, -0.209, -3.023], [-4.046, 1.054, 3.231], [2.901, -1.992, -3.203], [-1.389, -4.192, -3.088], [-2.292, 1.192, 2.993], [1.993, 1.013, -4.412]],
  "forces_ev_per_angstrom": [[0.501, 0.462, -0.961], [-0.137, 0.127, -0.053], [-0.250, -0.117, 0.198], [0.004, 0.053, -0.125], [-0.195, 0.007, 0.119], [-0.072, -0.119, 0.161], [-0.345, 0.072, 0.124], [-0.006, 0.019, -0.232], [-0.059, 0.030, 0.092], [-0.029, 0.039, 0.067], [0.048, 0.238, 0.017], [-0.104, -0.079, 0.027], [-0.064, 0.021, 0.109], [-0.037, 0.052, -0.030], [0.238, 0.084, 0.129], [0.003, 0.008, 0.103], [-0.101, -0.315, -0.349], [0.081, -0.024, 0.006], [-0.111, -0.012, -0.083], [0.027, 0.002, 0.144], [-0.122, 0.246, 0.281], [0.035, 0.031, -0.088], [0.106, -0.088, -0.131], [-0.015, 0.059, 0.001], [0.069, 0.066, -0.067], [-0.155, 0.038, 0.044], [0.052, 0.070, 0.015], [0.142, 0.024, 0.150], [0.104, -0.017, 0.030], [-0.040, 0.051, 0.005], [-0.263, -0.415, 0.266], [-0.017, -0.025, -0.126], [0.043, 0.071, -0.009], [0.080, -0.317, 0.016], [0.103, 0.049, -0.068], [0.365, -0.042, 0.242], [-0.117, -0.055, -0.034], [0.065, -0.028, -0.026], [-0.002, -0.026, 0.158], [-0.036, -0.102, 0.022], [0.179, 0.174, -0.029], [-0.043, -0.006, 0.039], [-0.015, -0.002, -0.017], [-0.011, -0.008, 0.019], [-0.032, -0.073, -0.099], [-0.016, -0.023, 0.012], [-0.008, 0.016, 0.020], [0.027, -0.007, -0.001], [-0.029, 0.010, -0.001], [0.026, 0.023, -0.018], [0.011, 0.071, 0.016], [-0.014, -0.051, -0.041], [0.062, -0.033, 0.007], [0.001, -0.003, -0.002], [0.000, 0.009, 0.024], [-0.001, -0.004, 0.004], [-0.057, -0.098, -0.222], [-0.016, -0.002, -0.020], [-0.020, -0.043, 0.148], [0.112, -0.057, -0.011], [-0.016, 0.007, 0.022], [-0.040, 0.016, 0.019], [0.000, -0.058, -0.019], [0.064, 0.001, 0.011], [0.019, 0.024, -0.009], [0.028, -0.019, 0.000]],
  "nbo_charge": [1.38, 0.08, -0.82, 0.08, -0.45, -0.44, 1.67, -0.84, -0.85, -0.84, -0.37, -0.39, -0.38, -0.34, -0.33, -0.40, -0.53, -0.29, 0.00, -0.20, 0.29, -0.17, -0.27, 0.33, -0.22, 0.12, -0.22, -0.26, -0.25, -0.22, 0.24, 0.01, 0.01, -0.47, -0.17, -0.14, -0.02, -0.21, -0.26, -0.18, 0.20, -0.21, 0.30, -0.25, -0.14, 0.23, 0.20, 0.18, 0.20, 0.18, 0.19, 0.16, 0.22, 0.22, 0.18, 0.18, 0.26, 0.21, 0.43, 0.23, 0.21, 0.18, 0.21, 0.20, 0.18, 0.22],
  "orbital_gap_ev": [6.06, 4.99],
  "spin_multiplicity": 2,
  "homo_energy_ev": [-2.08, -2.08],
  "s2": 0.76,
  "total_charge": -2
}

=====

No. 2
{
  "formula": "C20H18N3O7",
  "method": "ωB97M-V with the def2-TZVPD basis set",
  "elements": ["O", "O", "O", "O", "O", "O", "O", "N", "N", "N", "C", "C", "C", "C", "C", "C", "C", "C", "C", "C", "C", "C", "C", "C", "C", "C", "C", "C", "C", "C", "H", "H", "H", "H", "H", "H", "H", "H", "H", "H", "H", "H", "H", "H", "H", "H", "H", "H"],
  "xyz": [[0.666, 0.399, 0.823], [6.601, -0.897, 1.981], [-2.379, -1.038, -1.425], [-5.601, 1.977, 1.614], [1.872, 1.002, -2.141], [1.218, -3.413, -2.900], [6.668, 1.301, 1.988], [1.354, -1.099, -2.865], [6.036, 0.220, 1.997], [-0.514, -2.243, -1.956], [-2.196, 0.670, 1.115], [-6.060, 1.108, 2.683], [4.614, 0.269, 1.986], [1.904, 0.393, 1.164], [-3.902, 2.604, 0.063], [0.728, -2.328, -2.595], [3.981, 1.523, 1.855], [2.674, 1.592, 1.427], [-0.283, 0.126, -1.600], [-1.787, 1.407, 0.002], [2.680, -1.154, -3.431], [-0.450, 1.120, -0.616], [-1.171, -1.033, -1.665], [2.590, -0.868, 1.372], [-1.227, -3.494, -1.826], [-2.654, 2.401, -0.498], [-4.326, 1.814, 1.163], [3.887, -0.927, 1.816], [1.040, 0.089, -2.200], [-3.427, 0.874, 1.720], [-1.536, -3.837, -2.820], [-2.339, 2.981, -1.369], [-6.049, 0.051, 2.374], [2.190, 2.559, 1.304], [4.566, 2.417, 2.062], [2.832, -2.178, -3.763], [3.426, -0.866, -2.678], [-2.102, -3.337, -1.197], [-7.084, 1.424, 2.884], [-0.554, -4.238, -1.392], [4.378, -1.884, 1.982], [2.724, -0.443, -4.262], [2.027, -1.779, 1.171], [-4.578, 3.360, -0.332], [-5.444, 1.234, 3.586], [-1.527, -0.098, 1.505], [0.230, 1.962, -0.697], [-3.697, 0.276, 2.592]],
  "forces_ev_per_angstrom": [[0.125, -0.425, 0.762], [-0.552, 1.472, 0.094], [1.137, -0.098, -0.169], [-0.498, -0.335, 0.763], [-0.866, -0.978, -0.293], [-0.525, 1.065, 0.150], [-0.571, -1.481, 0.089], [-0.055, -0.753, 0.363], [1.207, 0.007, 0.327], [0.657, 0.041, -0.609], [0.300, 0.027, -0.113], [0.444, 0.549, -0.688], [-0.306, 0.021, -0.266], [0.502, 0.168, 0.084], [-0.493, -0.467, 0.775], [-0.052, 0.108, 0.283], [-0.079, -0.303, -0.346], [-0.250, -0.386, 0.193], [-0.047, 0.796, 0.946], [-0.016, -0.220, 0.736], [0.426, 0.041, -0.232], [-0.409, 0.131, -1.854], [-0.595, 0.249, 0.339], [-0.384, 0.408, 0.146], [-0.141, -0.318, -0.122], [0.762, -0.501, 0.028], [1.159, -0.496, -0.212], [0.039, 0.295, -0.394], [0.025, 0.669, 0.454], [-0.750, 0.497, -0.411], [-0.069, -0.126, 0.215], [-0.144, -0.083, 0.270], [0.058, 0.303, 0.012], [0.039, -0.235, 0.040], [-0.167, -0.201, -0.205], [0.194, 0.150, -0.106], [-0.166, -0.114, -0.268], [0.133, 0.039, -0.105], [0.156, -0.049, -0.016], [-0.176, 0.095, -0.077], [-0.026, 0.248, -0.171], [0.186, -0.195, 0.127], [0.048, 0.188, 0.138], [0.083, -0.194, 0.045], [-0.168, -0.007, -0.225], [-0.143, 0.317, -0.105], [-0.084, -0.111, -0.035], [0.051, 0.193, -0.357]],
  "nbo_charge": [-0.70, -0.45, -0.62, -0.51, -0.63, -0.64, -0.45, -0.48, 0.51, -0.47, -0.17, -0.25, -0.09, 0.43, -0.27, 0.81, -0.17, -0.28, -0.42, -0.10, -0.42, 0.18, 0.69, -0.33, -0.41, -0.16, 0.29, -0.15, 0.69, -0.26, 0.19, 0.21, 0.18, 0.20, 0.23, 0.23, 0.22, 0.23, 0.19, 0.22, 0.23, 0.20, 0.21, 0.22, 0.18, 0.24, 0.24, 0.20],
  "orbital_gap_ev": 7.24,
  "spin_multiplicity": 1,
  "homo_energy_ev": -4.69,
  "total_charge": -1
}

=====

No. 3
{
  "formula": "C7H22LiN2O7",
  "method": "ωB97M-V with the def2-TZVPD basis set",
  "elements": ["O", "O", "O", "O", "O", "O", "O", "N", "N", "C", "C", "C", "C", "C", "C", "C", "Li", "H", "H", "H", "H", "H", "H", "H", "H", "H", "H", "H", "H", "H", "H", "H", "H", "H", "H", "H", "H", "H", "H"],
  "xyz": [[10.083, -16.807, -5.853], [9.912, -20.193, -2.924], [10.902, -18.265, -1.070], [8.325, -17.620, -3.561], [10.801, -15.852, -3.027], [12.203, -18.637, -3.589], [10.399, -15.833, 0.141], [13.336, -17.025, -4.757], [13.346, -19.186, -5.480], [10.915, -14.880, -0.815], [8.775, -16.293, -5.496], [9.943, -19.274, -0.685], [7.922, -17.405, -4.907], [9.981, -20.532, -1.553], [11.719, -15.476, -1.936], [12.914, -18.303, -4.550], [10.419, -17.927, -3.257], [8.878, -15.486, -4.775], [10.721, -17.662, -0.326], [11.531, -14.250, -0.165], [12.439, -14.805, -2.411], [10.958, -15.194, -3.709], [10.137, -14.243, -1.237], [8.933, -18.835, -0.724], [6.902, -17.018, -4.957], [12.989, -16.330, -4.128], [13.951, -16.796, -5.512], [12.310, -16.361, -1.698], [8.087, -18.307, -5.502], [13.073, -20.148, -5.388], [10.939, -21.003, -1.319], [7.583, -17.925, -3.033], [10.610, -15.506, 1.015], [10.176, -20.950, -3.453], [9.125, -21.129, -1.230], [10.240, -16.546, -6.763], [8.308, -15.979, -6.429], [13.717, -18.916, -6.370], [10.004, -19.508, 0.383]],
  "forces_ev_per_angstrom": [[-0.248, 0.246, 0.479], [-0.444, 0.419, -0.013], [-1.052, -0.964, 0.776], [0.277, 0.017, 0.176], [0.682, -0.039, 0.487], [0.465, 0.423, -0.829], [-0.299, -0.324, -0.908], [-0.305, -0.475, 0.285], [-0.066, -0.604, 0.016], [0.769, 0.558, 1.560], [0.371, -0.976, -0.657], [-1.056, 0.165, -0.547], [0.364, 0.901, -0.179], [0.735, 0.782, 1.074], [-0.325, -0.693, -1.226], [-0.134, 0.145, 0.001], [0.070, -0.170, 0.421], [-0.111, 0.177, -0.065], [0.647, 0.843, -0.633], [0.338, 0.364, -0.708], [-0.107, 0.565, 0.608], [-0.375, -0.187, -0.269], [-0.234, -0.260, 0.068], [0.034, 0.065, -0.445], [-0.162, -0.480, 0.068], [0.077, 0.158, -0.037], [0.105, 0.215, -0.002], [-0.345, -0.078, 0.429], [-0.372, -0.015, -0.001], [-0.074, 0.061, 0.116], [-0.139, -0.419, -0.177], [0.066, -0.142, -0.025], [-0.055, 0.028, 0.159], [0.073, 0.006, 0.009], [0.147, -0.322, -0.102], [0.205, -0.099, 0.007], [-0.244, 0.366, 0.226], [0.126, 0.187, -0.003], [0.596, -0.445, -0.142]],
  "nbo_charge": [-0.75, -0.74, -0.76, -0.76, -0.77, -0.74, -0.74, -0.82, -0.82, -0.09, -0.09, -0.10, -0.09, -0.09, -0.12, 0.80, 0.88, 0.18, 0.51, 0.19, 0.19, 0.48, 0.19, 0.16, 0.19, 0.40, 0.40, 0.22, 0.19, 0.41, 0.18, 0.50, 0.49, 0.49, 0.18, 0.48, 0.19, 0.40, 0.19],
  "orbital_gap_ev": 10.79,
  "spin_multiplicity": 1,
  "homo_energy_ev": -13.09,
  "total_charge": 1
}

=====

| no. | DFT total energy (eV) |
| --- | --- |
| 1 | -119105.257 |
| 2 | -39834.319 |
| 3 | -25130.044 |